1.
The following is a quantum chemistry calculation of a molecular structure, C5H19N2O4, from OMol25.

Geometry (Å):
C  -0.30  0.67  0.51
N  -0.18  0.75  1.95
C  1.19  0.41  2.50
N  2.09  -0.30  1.63
C  -1.75  0.49  0.07
C  -1.82  0.54  -1.47
C  -1.32  -0.75  -2.14
O  0.07  -0.67  -2.38
H  0.13  -0.26  0.13
H  0.28  1.47  0.01
H  -0.50  1.67  2.23
H  0.89  -0.32  3.26
H  1.69  1.26  2.97
H  1.80  -1.26  1.62
H  2.26  -0.06  0.66
H  -2.25  -0.36  0.52
H  -2.32  1.39  0.35
H  -1.29  1.40  -1.89
H  -2.89  0.66  -1.73
H  -1.55  -1.56  -1.43
H  -1.70  -0.91  -3.15
H  0.11  2.95  -0.24
H  1.12  3.26  -1.30
O  0.62  3.69  -0.62
H  2.02  -2.18  -1.29
H  0.76  -1.02  -1.52
O  1.57  -1.57  -0.68
H  0.99  -2.57  0.34
H  -0.28  -3.42  0.31
O  0.56  -3.40  0.80

Properties
- LUMO level: 0.133 Ha
- F_max: 3.103 eV/A
- Energy relative to the best compared isomer or geometry (same formula, charge and spin): 28.23 kcal/mol
- Charge: -1

---

2.
The following is a quantum chemistry calculation of 2 unconnected molecules or ions with the total composition C6H15N2, from OMol25.

Geometry (Å):
C  -0.32  1.72  -1.36
N  -0.50  1.75  0.09
C  0.47  1.59  0.97
N  0.24  1.55  2.29
H  -0.35  2.73  -1.76
H  -1.14  1.19  -1.82
H  0.70  1.32  -1.53
H  -1.43  1.72  0.47
H  1.50  1.55  0.61
H  -0.70  1.43  2.55
H  0.90  1.08  2.85
C  -1.01  -1.60  -1.52
C  0.00  -1.62  -0.39
C  -0.38  -1.68  0.89
C  1.50  -1.77  -0.73
H  -0.69  -0.91  -2.32
H  -2.06  -1.29  -1.32
H  -1.09  -2.63  -1.93
H  0.34  -2.01  1.65
H  -1.43  -1.67  1.15
H  2.17  -1.90  0.15
H  1.84  -0.88  -1.27
H  1.63  -2.69  -1.34

Properties
- LUMO level: -0.135 Ha
- F_max: 2.057 eV/A
- Energy relative to the best compared isomer or geometry (same formula, charge and spin): 34.31 kcal/mol
- Charge: +1

---

3.
The following is a quantum chemistry calculation of 2 unconnected molecules or ions with the total composition C15H20Cl2FO2, from OMol25.

Geometry (Å):
C  -0.46  1.16  0.30
C  -0.60  -0.04  -0.59
O  -1.95  -0.43  -0.87
C  -2.75  -0.61  0.23
O  -3.41  0.33  0.67
C  -2.89  -2.01  0.78
C  -1.77  -3.03  0.51
C  -0.98  -3.46  1.77
C  0.43  -2.83  1.93
C  0.48  -1.74  3.01
C  0.01  -2.22  4.37
F  0.85  -1.81  5.41
H  -0.89  2.07  -0.12
H  -0.87  1.00  1.30
H  0.60  1.34  0.44
H  -0.18  0.20  -1.56
H  -0.01  -0.85  -0.18
H  -3.82  -2.40  0.37
H  -3.08  -1.88  1.84
H  -1.09  -2.66  -0.24
H  -2.23  -3.92  0.08
H  -1.63  -3.25  2.63
H  -0.90  -4.55  1.74
H  0.64  -2.33  0.98
H  -0.07  -0.81  2.76
H  1.52  -1.43  3.14
H  -0.03  -3.31  4.37
H  -0.99  -1.85  4.59
Cl  4.73  4.64  -2.20
C  3.27  3.97  -2.83
C  2.98  2.62  -2.69
Cl  4.06  1.55  -1.86
C  1.81  2.11  -3.21
C  0.92  2.94  -3.87
C  1.21  4.29  -4.01
C  2.38  4.80  -3.49
H  1.58  1.06  -3.10
H  0.00  2.53  -4.28
H  0.52  4.95  -4.52
H  2.62  5.85  -3.59

Properties
- LUMO level: 0.085 Ha
- F_max: 2.078 eV/A
- Charge: -1

---

4.
The following is a quantum chemistry calculation of a molecular structure, C11H23AlBO5S, from OMol25.

Geometry (Å):
C  -1.23  -1.35  -4.99
C  -0.04  -1.43  -4.89
C  1.39  -1.45  -4.52
C  1.66  -2.44  -3.38
C  0.95  -1.99  -2.07
Al  1.95  -0.42  -1.24
C  2.76  -0.97  0.56
C  3.87  -0.32  0.98
B  0.73  1.32  -0.88
O  -0.68  1.29  -0.87
O  1.25  2.60  -0.58
C  2.43  2.97  -1.26
H  -2.29  -1.25  -4.99
H  1.97  -1.67  -5.42
H  1.67  -0.45  -4.20
H  1.39  -3.46  -3.66
H  2.73  -2.37  -3.17
H  1.02  -2.85  -1.39
H  -0.11  -1.81  -2.25
H  3.12  0.01  -2.30
H  2.35  -1.77  1.18
H  3.98  0.72  0.69
H  4.62  -0.80  1.60
H  -1.06  1.68  -1.66
H  2.29  2.96  -2.34
H  2.65  4.01  -0.97
H  3.29  2.37  -0.97
O  -3.25  -1.57  3.15
S  -3.74  -0.29  3.57
O  -4.52  0.52  2.67
O  -2.54  0.56  4.15
C  -1.36  0.79  3.33
C  -1.59  1.78  2.21
C  -4.63  -0.46  5.08
H  -1.00  -0.17  2.95
H  -0.61  1.17  4.02
H  -2.30  1.40  1.48
H  -0.66  1.98  1.69
H  -2.00  2.71  2.61
H  -4.04  -1.06  5.77
H  -5.56  -0.98  4.84
H  -4.84  0.52  5.48

Properties
- LUMO level: 0.084 Ha
- F_max: 1.150 eV/A
- Charge: -1

---

5.
The following is a quantum chemistry calculation of a molecular structure, C2H4FNOS, from OMol25.

Geometry (Å):
C  0.18  -0.88  0.15
C  -0.11  1.42  -0.72
N  0.30  0.39  0.30
O  0.28  -3.37  0.86
F  -0.52  0.80  1.68
S  0.56  -2.02  1.47
H  -0.29  -1.27  -0.81
H  0.72  1.24  -1.47
H  -1.02  1.28  -1.29
H  -0.11  2.41  -0.18

Properties
- LUMO level (spin up / spin down): -0.045 / -0.054 Ha
- F_max: 2.425 eV/A
- Energy relative to the best compared isomer or geometry (same formula, charge and spin): 97.14 kcal/mol

---

6.
The following is a quantum chemistry calculation of 2 unconnected molecules or ions with the total composition C3H11N2, from OMol25.

Geometry (Å):
C  -2.64  1.55  0.55
C  -1.74  2.74  0.22
H  -2.64  0.68  -0.17
H  -2.21  1.16  1.46
H  -3.59  1.91  0.84
H  -2.25  3.55  -0.42
H  -0.78  2.35  -0.21
H  -1.61  3.21  1.21
N  3.29  -2.23  -0.11
C  2.06  -2.47  -0.18
N  1.19  -1.90  -1.02
H  3.73  -1.30  -0.21
H  3.78  -2.51  0.69
H  1.43  -3.21  0.34
H  0.33  -2.36  -1.40
H  1.67  -1.18  -1.60

Properties
- LUMO level: -0.163 Ha
- F_max: 6.876 eV/A
- Energy relative to the best compared isomer or geometry (same formula, charge and spin): 38.54 kcal/mol
- Charge: +1

---

7.
The following is a quantum chemistry calculation of a single C5H8Cl2IOP molecule, from OMol25.

Geometry (Å):
C  -0.46  1.50  -1.77
C  0.29  1.30  -0.40
Cl  1.00  2.90  0.13
C  -0.67  0.78  0.72
Cl  -2.07  1.92  0.86
P  -1.29  -0.94  0.23
C  0.13  -2.18  0.46
C  1.39  -1.58  1.09
O  1.44  -1.19  2.18
I  3.27  -1.45  -0.04
H  -0.73  2.57  -1.87
H  -1.35  0.85  -1.86
H  0.23  1.19  -2.58
H  1.15  0.61  -0.54
H  -0.15  0.67  1.69
H  -2.30  -1.30  1.18
H  0.32  -2.60  -0.55
H  -0.21  -3.05  1.07

Properties
- LUMO level: 0.003 Ha
- F_max: 2.111 eV/A

---

Q: F_max of number 5 (C2H4FNOS)?
A: 2.425 eV/A

---

Q: F_max of number 2 (C6H15N2)?
A: 2.057 eV/A